(1)
Molecular formula: C52H121Br12O34P7
Method: DFT, ωB97M-V/def2-TZVPD

Last column: Mulliken charge in e.
CARTESIAN COORDINATES (ANGSTROEM)
O -19.7617 -27.3265 -11.9869  0.6588
C -19.6403 -26.4098 -15.9630  -0.0542
H -25.4290 -19.9221 -8.9526  0.3782
O -25.8571 -22.8853 -12.9363  -0.3835
C -28.0029 -24.8106 -11.5597  -0.3092
P -18.9964 -28.5752 -17.3373  -0.1009
O -22.8504 -18.5890 -11.2773  -0.6075
O -21.3186 -32.6960 -13.3923  -0.3548
C -26.0240 -14.9231 -14.0677  -0.7418
Br -22.9622 -24.2731 -15.1149  0.5181
H -18.1675 -26.4112 -14.5703  -0.4997
H -21.6706 -24.0436 -5.3165  0.3807
H -20.1149 -21.8220 -16.8466  -0.4339
H -24.1613 -26.8426 -11.8961  0.5808
Br -27.8798 -21.2158 -14.5898  0.0811
H -20.8451 -24.6514 -18.1426  -0.0312
H -22.9048 -35.2126 -14.8322  0.3334
H -20.5397 -24.0061 -13.1281  -0.9263
O -23.1828 -33.1899 -14.9401  -0.4108
C -24.7143 -19.0599 -13.0449  1.6819
C -19.3708 -32.9713 -12.0366  -1.3565
H -21.7658 -26.4618 -6.6125  0.4189
H -20.1550 -20.6680 -10.8817  -0.0659
P -22.0094 -32.1574 -14.7165  1.1140
O -24.0977 -22.6007 -19.8501  -0.0800
H -19.4541 -25.3215 -13.2828  -1.0015
H -19.1672 -16.3815 -6.2635  0.3742
O -20.7142 -26.7574 -9.6864  -0.1491
C -21.7908 -26.7788 -7.6476  -1.0695
O -19.6826 -27.7958 -16.0767  0.8924
H -24.3414 -21.6350 -10.6821  0.0168
C -22.3568 -28.4584 -18.5254  0.0454
C -21.0186 -28.5730 -19.0366  -0.5538
H -20.5036 -27.6067 -19.1481  0.2891
H -18.4276 -22.2079 -18.7781  0.2623
H -20.0665 -23.8021 -6.0851  0.2830
H -20.0487 -33.5854 -11.4275  0.3696
C -21.1835 -22.2722 -10.0184  -0.3091
O -18.1771 -27.6836 -18.1566  -0.8972
C -20.0820 -16.4577 -6.8577  -1.5494
H -22.5664 -13.1154 -18.4062  0.3341
H -22.8723 -18.2783 -16.0342  0.1536
H -22.8708 -18.2220 -8.6026  -0.0280
H -15.7771 -31.6921 -17.4704  0.3999
H -20.9475 -29.1524 -19.9998  0.2955
H -23.5669 -28.3786 -13.5929  0.3558
H -17.8602 -24.1790 -11.7955  0.4318
H -21.8934 -29.7854 -15.8810  0.0085
H -18.7974 -19.4169 -13.2287  0.2735
C -19.7167 -24.5327 -12.6146  1.6632
H -15.7450 -24.4166 -17.6982  0.4186
H -19.6634 -29.1730 -13.8314  -0.6789
H -18.7542 -20.5854 -19.3271  0.4385
H -19.3674 -32.4481 -14.1420  -0.2561
H -18.2408 -28.5575 -11.2916  0.4655
H -27.0639 -14.8480 -13.7801  0.4129
C -21.0963 -23.4726 -6.0787  -0.5531
H -20.5316 -20.2657 -17.6104  -0.5488
H -21.5579 -25.2707 -19.5579  0.5434
Br -23.0437 -19.3541 -19.2454  0.1583
H -17.9153 -27.8808 -12.9411  0.1293
H -17.5404 -26.2800 -16.2382  0.9415
H -22.7102 -24.5460 -10.4675  -0.5662
H -19.8514 -34.0630 -13.8108  0.4650
H -20.2622 -13.1267 -17.5650  0.3884
O -25.9349 -22.8782 -10.3981  -0.3759
C -28.1816 -20.1113 -16.1492  -0.4252
C -25.5506 -20.9990 -8.9040  -1.4457
H -26.1935 -23.1477 -20.2140  0.0586
C -22.7363 -28.4502 -14.3467  0.8252
O -24.1561 -24.8925 -19.8477  -0.5890
H -21.5655 -20.0635 -10.0589  0.2332
H -25.9515 -20.8981 -10.9865  0.1002
C -20.0635 -17.6999 -7.6551  1.1270
C -20.8767 -14.0379 -17.6496  -1.1343
P -19.6649 -26.3170 -10.7849  -0.1431
H -18.2147 -24.8655 -15.4748  -0.8705
C -23.9752 -18.1632 -11.0357  0.8730
C -17.1952 -19.6562 -14.7812  -0.5392
Br -26.8530 -18.7564 -16.4444  0.1605
H -17.5975 -18.9999 -15.5439  0.3126
H -25.4806 -18.6442 -13.7573  -0.3505
C -22.2099 -17.5661 -15.4637  1.1630
O -25.0037 -18.3413 -11.8247  -0.5172
H -28.3074 -24.1154 -10.7723  0.3560
C -18.6768 -28.2758 -12.2446  -0.9277
C -20.7547 -20.8103 -9.9854  -0.0528
H -13.7756 -24.3477 -15.9560  0.3796
Br -29.9971 -19.5174 -16.3224  -0.0648
H -21.8927 -27.8486 -7.7474  0.3540
H -22.7687 -29.4296 -18.3018  0.4114
H -28.3190 -24.3952 -12.5070  0.2757
O -16.4750 -20.7580 -15.4244  -0.3689
O -19.8601 -20.4205 -8.9258  -0.3394
O -16.2691 -22.4763 -17.2676  -0.2838
C -23.2902 -22.3848 -14.7021  0.2607
H -24.8406 -21.3375 -8.1627  0.2968
C -19.3062 -29.4711 -12.8625  0.1590
H -25.0771 -23.3963 -21.6114  0.2755
C -25.3600 -21.5229 -10.3445  0.5788
O -18.2909 -29.7311 -16.4974  0.3032
C -25.3054 -22.7345 -20.7187  -0.3852
O -21.1615 -32.0971 -15.9286  -0.6581
C -23.6124 -25.1330 -10.7655  0.3318
H -19.1890 -17.5990 -8.3340  0.2386
Br -22.9671 -16.9808 -21.4512  -0.0794
H -22.2028 -17.0280 -9.6992  0.3030
C -22.3040 -13.7875 -17.5941  -0.0716
H -23.6994 -29.8375 -15.6606  0.4411
H -15.9695 -30.0857 -17.9518  0.3297
O -26.4984 -24.9490 -11.5818  -0.0527
H -20.8839 -16.4172 -6.0980  0.3436
Br -21.8508 -21.6418 -13.6932  0.5545
H -25.4338 -21.6972 -20.9825  0.1321
H -20.8434 -21.7754 -18.5280  0.2198
H -18.0057 -31.7386 -16.3846  0.0993
C -23.6948 -23.8001 -19.4582  0.4532
O -19.8056 -18.8898 -6.9665  -0.4738
H -19.6415 -26.9143 -7.9303  0.3244
C -16.2729 -30.7657 -17.1836  -1.3068
O -23.0399 -15.0510 -17.7931  -0.3717
C -23.1089 -17.2761 -9.1123  -0.3463
O -17.8118 -20.6615 -17.4886  -0.3537
O -18.3423 -22.5255 -15.7762  0.9941
C -20.5267 -26.3795 -8.3103  -0.1566
P -17.2963 -21.6953 -16.4217  -0.6889
C -14.2784 -23.4755 -16.4297  -1.2396
H -24.1945 -22.4154 -14.0554  -0.7891
H -20.2809 -22.8612 -9.8914  0.4372
O -22.6691 -16.1695 -15.5171  -0.4906
H -17.9311 -21.1086 -13.3646  0.2684
C -22.9781 -34.3876 -15.6075  -0.2812
H -21.6082 -23.6747 -6.9980  0.0052
H -19.0879 -20.5484 -14.4886  -0.3256
H -24.2617 -33.6501 -17.1225  0.2575
C -20.8501 -17.6965 -15.9633  -1.0117
C -26.0327 -25.1538 -16.8188  0.3788
H -20.0003 -26.0446 -16.8866  -0.0110
H -20.4785 -26.1247 -15.3525  0.2696
H -22.6043 -13.3274 -16.6110  0.1965
C -18.2653 -20.2141 -13.8585  -0.1535
H -18.3710 -33.3722 -11.9336  0.3671
H -22.5717 -26.1666 -8.1529  0.0560
H -20.5479 -14.4864 -18.5536  0.3161
C -21.8354 -24.8689 -18.5752  -0.6966
C -25.8379 -14.3450 -15.4111  -0.3279
O -22.6250 -23.6657 -18.7019  0.2193
H -20.2886 -25.2919 -8.3123  0.1547
H -25.7092 -15.9462 -14.0488  -0.0078
O -20.1616 -29.2926 -18.0775  -0.2754
H -25.9244 -13.2752 -15.3956  0.3079
H -24.9719 -20.1089 -12.8770  -0.5076
O -20.3239 -25.0334 -11.4177  0.8689
H -13.6079 -23.1813 -17.2583  0.2926
H -24.3808 -25.1454 -10.0193  0.7483
H -25.5674 -24.1818 -16.8365  -0.4821
C -18.5966 -23.6118 -12.3475  -0.5679
C -15.6419 -23.7108 -16.8849  0.1528
H -22.9386 -27.8243 -19.1995  0.5091
H -28.5437 -26.8219 -12.2083  0.2408
H -22.7191 -27.6457 -15.0756  -0.3396
H -24.2085 -17.1790 -19.2321  -0.3541
P -20.5532 -20.1492 -7.5190  0.9818
H -21.8450 -22.5520 -9.1710  0.1593
C -17.7363 -30.9136 -17.0828  -0.1338
H -22.9685 -27.0317 -10.5887  0.4823
O -24.7325 -16.7693 -16.9667  -0.4781
O -24.1834 -24.2520 -11.7252  0.8937
H -28.1388 -20.8166 -16.9508  0.2324
Br -23.6126 -21.3584 -16.3208  0.1900
H -22.4953 -26.2268 -12.1529  -0.3334
O -18.3409 -26.0269 -10.2160  -0.8801
H -20.1941 -16.9111 -15.5136  0.3449
H -23.4180 -16.5476 -8.3807  0.2850
H -18.5503 -30.2629 -13.0317  0.4346
C -18.2795 -25.9635 -15.5483  -0.1183
C -20.1753 -21.2948 -17.8077  0.9158
O -20.0184 -21.3286 -6.5394  -0.3540
H -20.5413 -14.7127 -16.8766  0.1946
O -22.5319 -30.7747 -14.2236  -0.3102
H -18.8883 -22.7569 -11.7419  0.1035
H -23.7254 -35.4641 -17.2989  0.3304
H -20.5009 -21.9630 -4.6776  0.3433
H -21.7173 -22.4781 -10.9273  -0.0039
H -20.1597 -29.8011 -12.2688  0.3190
H -29.5837 -26.0331 -10.9108  0.3989
H -21.8797 -21.4581 -5.7668  0.3234
Br -27.3648 -24.8902 -18.2585  -0.0835
C -28.5592 -26.1962 -11.3015  -1.1822
O -24.5063 -14.4530 -15.9626  -0.4784
C -19.9080 -33.0704 -13.4080  0.4985
H -15.9975 -30.3906 -16.2135  0.2696
H -25.5133 -14.3980 -13.2871  0.3391
H -25.0394 -34.9092 -16.2251  0.3097
H -22.0169 -34.4519 -16.0808  0.3140
H -18.1038 -23.3333 -13.2969  -0.2962
C -20.9478 -22.0160 -5.6593  -0.5116
H -16.4038 -19.2075 -14.1735  0.3379
H -23.6934 -18.8457 -13.3010  -0.4600
C -18.7637 -21.2131 -18.4406  -0.7379
H -21.8199 -28.3107 -13.8390  -0.8035
H -16.1840 -24.1106 -16.0287  -0.0898
H -26.5931 -21.1662 -8.5902  0.3549
H -22.2986 -27.9299 -17.5883  -0.7180
H -20.2292 -15.6091 -7.5288  0.3664
H -22.2816 -17.7767 -14.4067  -0.2058
H -26.5159 -14.7067 -16.1871  0.3021
P -25.6514 -23.6645 -11.6950  -0.7125
C -23.2438 -26.4459 -11.4090  -0.9539
H -19.3932 -32.0102 -11.6250  0.2784
C -22.7235 -29.7303 -15.1740  -0.2911
Br -26.9408 -25.3010 -15.0881  -0.0424
H -20.9939 -17.8590 -8.2061  -0.7066
O -24.2349 -17.4853 -9.9313  -0.4050
H -27.9882 -26.6393 -10.4767  0.2755
P -23.8135 -15.7114 -16.5790  0.8460
H -22.3713 -25.6728 -18.0567  0.1070
Br -25.7376 -18.2975 -20.7463  -0.0848
H -14.2232 -22.7335 -15.6399  0.2733
Br -24.8597 -26.6161 -17.0898  0.1230
H -20.7782 -17.6148 -17.0253  0.3922
O -21.9890 -19.9227 -7.5481  -0.6503
H -18.2881 -31.0891 -18.0298  0.3327
H -20.3834 -18.6305 -15.6836  -0.3168
C -23.9902 -17.8739 -20.0424  0.3188
C -24.0564 -34.6261 -16.6245  -1.1516

Output
Kohn-Sham gap (Eh): 0.366
Energy (Ha): -37890.4399
Net charge: 0
F_max (eV Å⁻¹): 3.518
Highest occupied orbital energy (eV): -9.790

***

(2)
Molecular formula: C52H121N7O11
Method: DFT, ωB97M-V/def2-TZVPD

Last column: Mulliken charge in e.
CARTESIAN COORDINATES (ANGSTROEM)
C 1.6907 -1.4654 -5.5465  1.8892
O 0.8574 -0.1716 0.8987  -0.3100
H -6.3843 -5.5607 3.2233  0.4919
H 0.1088 0.6142 -6.3590  0.3443
H -5.6040 -6.4223 -4.3963  0.2906
C 0.4777 0.4634 2.0790  -0.5130
H -2.6476 6.2948 4.3708  0.3460
H 1.6589 2.4128 -4.2503  0.1290
O 5.2142 -5.1101 -1.9173  -0.5349
H 5.0364 -3.0834 -1.9235  0.2578
C 2.7134 4.0609 8.3152  -0.7070
H 1.9982 2.5919 -5.9054  0.4742
H 7.0177 0.5448 2.8281  0.2741
H 6.5563 -1.7439 2.7776  0.3571
H 3.8981 5.8542 8.5509  0.3592
H -2.6291 6.3680 -3.9911  0.3942
H 5.9198 -5.6078 -1.4987  0.3328
H -2.0740 5.6546 -1.4897  0.1851
H 1.0873 3.7370 6.7944  0.5235
N 3.7465 3.9892 5.7133  0.1603
H -0.7193 -7.8197 1.1025  0.3962
H 0.9536 6.0388 -3.7271  0.3575
C -2.5486 8.4885 2.7798  -1.6346
H -1.8316 -5.2069 4.5318  0.4204
O 6.3495 0.2104 3.4331  -0.4644
H -3.8014 4.4556 -4.8545  0.4098
C -2.2071 -6.2055 1.2012  1.9815
H -3.1337 9.3227 2.3814  0.4328
C 2.0196 3.3291 7.1887  -1.3857
H 4.1265 -5.3106 0.5016  0.3278
H -0.6781 -5.3771 0.0056  0.4649
H 2.6144 2.0623 4.1113  0.3002
H -1.1479 6.7537 -4.7490  0.4319
C 3.5610 -3.8676 -0.6451  0.3049
H 5.4160 3.4360 8.1812  0.2832
H -3.8587 4.3999 -2.2581  0.3225
H -3.5445 -3.6717 -3.0553  -0.0172
H -2.1542 -5.0968 -4.7699  0.1847
C 2.9546 2.8233 6.0660  2.1183
C 3.6733 1.5397 6.4235  -1.5303
H -5.2286 6.5534 2.9421  0.2697
H 3.6744 1.0271 -7.1845  0.3633
N -3.6690 -5.9933 1.2320  0.7029
C -1.5303 -5.5289 2.3909  -1.0544
C -3.8795 -5.7751 -3.5156  1.0409
C 2.0093 2.5452 4.8898  -2.3390
N 1.7227 -0.0500 -5.6448  1.3335
H -2.8351 -6.5805 -5.2596  0.4099
C -4.6961 -7.6552 2.8431  -1.6384
C -5.8075 -5.5225 2.2972  -2.1240
H 5.4015 -0.8079 1.8399  0.3001
H -3.0212 3.4444 -1.0652  0.2454
H -1.1229 -0.1938 0.3974  0.5415
C -1.5688 6.5132 -3.7651  -1.8766
H 1.5571 -1.6785 -3.4299  -0.9721
C -3.7270 -5.4191 3.5817  -1.3240
H 1.0374 4.4028 -3.1794  0.3010
C 3.5553 -1.2910 -3.8013  -0.3373
H -0.5245 -5.9317 2.5122  0.3889
H -1.9966 -1.2209 -1.4333  0.4293
H 3.6115 -1.9814 -6.6283  0.2682
H 1.9679 4.3772 9.0490  0.3908
H 5.6574 6.6007 6.6828  0.4261
H -5.4825 -6.7492 -2.8240  0.3328
C -3.1152 -5.6172 -4.8273  -1.5279
N -1.2032 4.1517 -4.2953  1.1042
H -1.1087 5.0711 -5.9439  0.2712
H -2.5414 8.7183 3.8494  0.3447
C -0.1442 -0.1459 -0.1055  -1.3987
H -1.2025 -2.6479 -2.3379  0.4815
H -5.9511 -2.7085 -2.0625  0.3942
H 6.3981 4.7827 7.7050  0.4246
H 2.6929 5.8723 7.2517  0.4295
O 3.3172 -4.8052 0.3806  -0.4664
C -1.6586 4.7511 -1.9585  -1.3022
C 2.5426 -2.1637 -6.6700  -1.9009
H 3.4148 -2.8351 -0.3014  0.0647
C 2.8410 0.7758 -5.2317  1.4912
H -1.5719 8.4718 2.3055  0.3945
H -2.1941 -4.4626 -0.0399  0.6465
H -0.9307 4.4061 -1.2253  0.4269
H 5.1283 3.1994 4.6054  0.3596
C -1.4852 1.8881 -5.0872  -2.3746
H -4.7739 7.7428 3.8869  0.2858
O 0.9968 0.5171 -6.7347  -0.5947
C -2.9166 3.8903 -2.0638  -0.5771
H -0.2768 1.2288 1.8670  0.3054
H 0.0195 -0.1816 2.8370  0.3266
H 3.3669 2.7878 -4.8179  0.5731
C -4.3788 -4.3906 -3.1249  -0.4397
C 0.2843 -2.0469 -5.6953  -1.7599
H 0.2870 -3.3261 -0.6565  0.0686
H -4.2040 2.8452 -5.2207  0.4014
C -3.3456 3.5250 -5.2243  -1.9649
C -1.7670 -5.4610 -0.0745  -2.1717
H -3.6395 3.3764 1.7178  0.3363
C 5.7864 -0.9608 2.8530  -0.4022
O 4.4268 3.8636 4.4812  -0.4748
H 0.7386 -2.4528 0.5937  0.2536
C 4.9713 6.0970 5.9928  -1.8384
H -3.3239 6.9410 1.4714  0.0302
H 4.5596 -0.2153 -6.1496  0.3069
C 4.0429 0.7368 -6.1985  -1.9245
O -0.5352 4.4310 -5.4948  -0.4587
H 1.0090 -1.3081 -1.3990  -0.5050
H 2.7252 0.6005 -3.0365  0.2917
H -4.4944 -2.6927 -0.9176  0.2069
C -2.1638 3.0493 -4.3544  1.4214
C -2.2628 -5.7924 3.7144  -0.7724
H -1.3158 7.3667 -3.1405  0.4414
C -2.6882 6.0646 3.3038  -0.5961
C -3.1098 4.3247 1.7652  -0.7834
C 0.0026 -1.3758 -0.9537  1.4829
H -1.4968 -4.4399 2.3037  0.2653
H 3.6334 0.0649 3.7187  0.2299
C -1.1266 -1.6313 -1.9531  -1.2115
H -5.9839 -3.4413 -0.4438  0.2162
H -4.2615 -7.9009 3.8167  0.3119
H 4.7864 1.4898 -5.9238  0.4864
H 4.5232 -2.5600 3.5050  0.3729
H -2.1242 -8.1819 0.2303  0.3181
O -4.3395 -6.4861 0.1019  -0.4974
H -2.0587 4.1831 1.4897  0.3466
H 3.0994 0.6144 6.3679  0.4341
H -2.1045 0.9870 -5.0081  0.3889
H 1.1535 1.9145 5.1287  0.4912
O -4.9284 -4.4856 -1.8165  -0.3237
H 4.2611 0.7251 -3.5685  0.5058
H 3.7040 -1.5446 -2.7507  -0.0143
C -2.6924 2.6873 -2.9682  -0.5743
H 2.4122 -3.2473 -6.6762  0.4175
H -5.7565 -7.8931 2.8624  0.4275
H -3.0817 3.7940 -6.2501  0.3845
C 5.6419 4.0887 7.3342  -1.4483
H 1.2883 1.0238 2.5430  0.0441
C -5.3589 -3.2341 -1.3140  -0.7812
H 4.4205 -1.5793 -4.3980  0.4686
H -3.1199 -6.0561 -2.7867  -0.2218
H 4.1205 1.5635 7.4276  0.3057
C -3.3421 7.2144 2.5260  0.7122
H 0.7212 5.5867 -1.9658  0.4076
C 3.3301 0.2229 -3.8722  -1.6776
H 2.0928 -1.7384 -7.5710  0.4358
H 4.5946 1.3301 5.8562  0.1908
H -1.9610 1.9886 -2.5431  -0.2995
H -0.4341 -1.4322 -5.1481  -0.0430
H -4.2720 -5.4881 4.5215  0.3818
H -0.0660 0.8114 -0.6347  0.3437
C 4.9775 -3.9043 -1.2086  -0.6892
H -6.3998 -6.0557 1.5505  0.4643
C 2.2479 -1.9712 -4.2326  -0.2488
H -3.7069 -5.0590 -5.5624  0.3725
H -2.0986 -8.1860 2.0592  0.4754
H 1.5948 2.4023 7.6169  0.3901
H -3.5205 5.0119 1.0201  0.3638
H -4.4081 -5.6993 -0.4631  0.4769
H 1.6500 3.4370 4.3749  0.5036
C 2.4482 2.2282 -4.9752  -2.0370
N -0.0361 -2.5642 -0.0625  -0.3674
H -3.5958 2.0835 -3.0896  0.6502
C -4.4285 -6.1635 2.4462  1.5595
O -3.2441 4.7985 3.0805  -0.4254
H 5.6148 -3.7512 -0.3314  0.5550
H 0.2597 -3.0595 -5.2914  0.5239
C 3.4596 5.2646 7.7441  -1.1539
H -3.7326 -4.3735 3.2410  0.3796
H -0.6002 1.6062 -4.5016  0.3167
C 4.7204 -1.5164 3.7521  -0.5153
C -1.8080 -7.6730 1.1425  -1.9552
C 0.5158 5.3474 -3.0086  -1.7341
H -0.0127 -2.1444 -6.7402  0.4203
H -1.1135 -1.1143 -2.9242  -0.0214
H 2.8699 -4.0218 -1.4820  -0.0758
H -1.6196 6.0961 3.0188  0.2913
N -4.9463 -6.7391 -3.6897  -0.6975
H 2.4098 -3.0477 -4.2493  0.7248
H -5.0701 -3.9475 -3.8549  0.4322
H 5.6167 5.9139 5.1357  0.3883
N -4.7357 7.4447 2.9135  -0.7087
C 4.4667 4.8289 6.6697  1.4031
H -5.7426 -4.4740 1.9895  0.3002
H -1.1909 2.1461 -6.0979  0.6560
C -0.9974 5.1688 -3.2726  1.7062
O 3.4536 -0.8754 3.5891  -0.4114
H -4.1816 -8.3161 2.1480  0.3510
H 5.0361 -1.4705 4.8004  0.2972
H 6.1164 3.3988 6.6259  0.2306
H 3.3778 3.3776 8.8491  0.3183
H -1.9911 -6.0302 -0.9729  0.0925
H -2.1316 -6.8370 4.0247  0.3657
H 4.1620 6.7940 5.7886  0.3793

Output
Kohn-Sham gap (Eh): 0.291
Energy (Ha): -3264.4624
Net charge: 0
F_max (eV Å⁻¹): 3.120
Structure (SMILES): CC1(C)CCCC(C)(C)N1O.CC1(C)CCCC(C)(C)N1O.CC1(C)CCCC(C)(C)N1O.CC1(C)CCCC(C)(C)N1O.COC[C@H](C)N.COC[C@H](C)N.COC[C@H](C)N.OCCO.OCCO
Highest occupied orbital energy (eV): -7.639

***

Number 1: LUMO level 0.18 eV. Number 2: LUMO level 0.28 eV.